16
Properties=species:S:1:pos:R:3:lowdin_charge:R:1 method="wB97M-V/def2-TZVPD" max_force_ha_per_bohr=0.1142 smiles=CCc1cno[n+]1N total_charge=+1 e_above_lowest_ev=5.657
C -1.4510 -1.4295 0.1065 0.004
C -0.4136 -0.5063 0.3194 -0.077
C 1.7942 -0.2521 -0.7244 -0.059
C 1.0280 -0.6025 0.5644 -0.159
N -2.5587 -0.8251 -0.2288 0.127
N -1.0746 0.7493 0.0923 -0.067
N -0.6171 1.9958 0.1105 0.183
O -2.3801 0.4590 -0.2252 0.086
H -1.4253 -2.5008 0.1664 0.147
H 2.8531 -0.4414 -0.5736 0.090
H 1.6645 0.7956 -0.9843 0.074
H 1.4516 -0.8682 -1.5513 0.089
H 1.3366 0.0842 1.3562 0.130
H 1.2661 -1.6190 0.8803 0.134
H -1.2742 2.6566 -0.2947 0.149
H -0.1995 2.3044 0.9861 0.150

---

14
Properties=species:S:1:pos:R:3:lowdin_charge:R:1 method="wB97M-V/def2-TZVPD" max_force_ha_per_bohr=0.0102 spin_multiplicity=2 total_charge=0 e_above_lowest_ev=0.119
N -2.6506 -0.3557 -0.6787 0.018
H -2.7781 0.1773 -1.5705 0.021
H -2.8757 -1.3391 -0.9434 0.033
H -3.3089 0.0171 0.0455 0.040
H -1.6497 -0.2945 -0.3663 -0.030
C 1.2164 0.9938 -0.6868 -0.442
S 0.3439 0.3511 0.7493 0.596
C 1.7098 -0.5854 1.5124 -0.406
H 1.7425 1.9258 -0.5002 0.036
H 1.8509 0.2027 -1.0838 0.039
H 0.4715 1.1819 -1.4508 0.004
H 1.5450 -0.7581 2.5723 0.031
H 2.5887 0.0311 1.3842 0.029
H 1.7943 -1.5481 1.0167 0.032

---

109
Properties=species:S:1:pos:R:3:lowdin_charge:R:1 method="wB97M-V/def2-TZVPD" max_force_ha_per_bohr=0.0469 spin_multiplicity=5 total_charge=+1 e_tot_ha=-4299.985888
Pt 0.2640 0.2136 -0.0754 0.623
C -1.4356 -1.7240 -2.6243 -0.199
Si -1.0619 -1.5405 -0.7791 0.456
C -2.8343 -1.5578 -0.1421 -0.273
C -3.6023 -2.6921 -0.5598 -0.101
C -4.9629 -2.6632 -0.6735 -0.053
C -5.6858 -1.5812 -0.1061 -0.046
C -4.9813 -0.5571 0.4726 -0.109
C -3.5421 -0.5419 0.4941 -0.382
P -2.8728 0.8644 1.4076 0.830
C -3.7937 0.6371 3.0046 -0.405
C -3.6912 -0.6343 3.6072 -0.123
C -4.1749 -0.8519 4.8712 -0.077
C -4.7940 0.1733 5.5987 -0.062
C -4.9605 1.4144 4.9834 -0.066
C -4.4987 1.6338 3.6770 -0.077
C -3.6210 2.3152 0.6347 -0.377
C -3.3887 3.5733 1.2017 -0.127
C -4.0356 4.7278 0.7651 -0.059
C -4.9318 4.6245 -0.3225 -0.061
C -5.0905 3.3917 -0.9438 -0.079
C -4.4908 2.2511 -0.4668 -0.088
C 0.0237 -3.0704 -0.4010 -0.290
C -0.4133 -4.3387 -0.7478 -0.081
C 0.4367 -5.4382 -0.4970 -0.051
C 1.6335 -5.2490 0.1870 -0.053
C 2.0159 -3.9766 0.6180 -0.097
C 1.2794 -2.9017 0.2246 -0.408
P 1.7286 -1.2792 0.8450 0.865
C 1.5006 -1.6225 2.5924 -0.437
C 2.4945 -1.2314 3.4885 -0.102
C 2.4243 -1.6114 4.8274 -0.057
C 1.3343 -2.3734 5.2727 -0.056
C 0.3460 -2.7478 4.3795 -0.087
C 0.4497 -2.4439 3.0669 -0.124
C 3.4170 -0.7226 0.5590 -0.374
C 4.2413 -1.6389 -0.0925 -0.072
C 5.5843 -1.2731 -0.2611 -0.057
C 6.0237 0.0013 0.0854 -0.060
C 5.1522 0.8753 0.7383 -0.054
C 3.8449 0.4973 1.0202 -0.113
H -1.7378 -2.7984 -2.7915 0.048
H -0.5499 -1.5826 -3.2316 0.001
H -2.2158 -1.0249 -3.0250 0.051
H -3.0945 -3.6157 -0.8510 0.083
H -5.5017 -3.4801 -1.1241 0.108
H -6.7396 -1.5416 -0.2167 0.100
H -5.5101 0.2512 0.9865 0.115
H -3.2327 -1.4447 3.0808 0.097
H -4.1925 -1.8542 5.3009 0.111
H -5.1661 0.0505 6.6047 0.105
H -5.4592 2.2345 5.4513 0.098
H -4.6785 2.5941 3.1519 0.106
H -2.7085 3.5953 2.0572 0.097
H -3.9644 5.6854 1.3085 0.116
H -5.4343 5.4930 -0.7426 0.108
H -5.6730 3.3103 -1.8566 0.111
H -4.6023 1.3045 -0.9791 0.099
H -1.4093 -4.5191 -1.1862 0.093
H 0.1749 -6.4501 -0.8624 0.119
H 2.3092 -6.0761 0.3287 0.107
H 2.8945 -3.8232 1.2498 0.126
H 3.3750 -0.6531 3.1826 0.103
H 3.2265 -1.3027 5.4818 0.107
H 1.3592 -2.7814 6.2797 0.110
H -0.5133 -3.2992 4.6851 0.106
H -0.2762 -2.7968 2.3496 0.108
H 3.8755 -2.5767 -0.4626 0.089
H 6.2562 -1.9276 -0.8118 0.109
H 7.0525 0.2263 -0.0999 0.102
H 5.4828 1.8516 1.0451 0.106
H 3.1866 1.1873 1.5382 0.098
I -0.4606 1.0622 2.8347 0.487
Cl 3.3232 3.8425 4.2368 0.457
C 2.7260 5.1401 3.1002 -0.939
Cl 2.1275 4.5503 1.5161 0.473
H 3.5412 5.8110 2.8980 0.018
H 1.8877 5.5930 3.6163 0.021
C 4.5634 1.4404 -5.3394 -0.050
C 3.7009 0.5978 -4.4521 -0.251
C 3.5290 -0.7475 -4.7456 0.008
C 2.7552 -1.5374 -3.8921 -0.240
C 2.7892 -3.0379 -4.1294 -0.035
C 2.0167 -0.9452 -2.8549 0.013
C 2.0447 0.4636 -2.5939 -0.239
C 3.0517 1.1803 -3.3414 0.036
N 1.1286 1.0696 -1.7454 -0.031
C 0.4487 2.3111 -2.1940 -0.611
C -0.5231 2.8191 -1.0990 -0.094
C -0.4205 1.9262 -3.3838 -0.024
C 1.4209 3.4338 -2.5122 -0.050
H 5.1577 0.8377 -6.0085 0.068
H 5.2514 2.1114 -4.7651 0.099
H 3.9646 2.1036 -6.0023 0.097
H 4.1142 -1.1728 -5.5843 0.139
H 3.7785 -3.4077 -3.8037 0.090
H 2.7199 -3.2777 -5.2090 0.091
H 2.0268 -3.5765 -3.5560 0.075
H 1.3498 -1.5718 -2.2538 0.069
H 3.2924 2.2067 -3.0595 0.096
H -1.3330 2.1050 -0.9499 0.029
H -0.9517 3.8181 -1.3829 0.114
H -0.0162 2.9811 -0.1209 0.050
H -1.0639 1.0684 -3.0952 0.073
H 0.1998 1.6405 -4.2482 0.092
H -1.0919 2.7623 -3.7826 0.124
H 0.9055 4.4172 -2.5518 0.105
H 1.9287 3.3006 -3.5026 0.085
H 2.2529 3.5141 -1.8134 0.082

---

58
Properties=species:S:1:pos:R:3:lowdin_charge:R:1 method="wB97M-V/def2-TZVPD" max_force_ha_per_bohr=0.1792 total_charge=-1 e_tot_ha=-2775.388393
C 1.9850 -0.0839 3.3820 -0.112
C 0.3747 -0.1155 2.9310 -0.437
F -0.3073 -1.3783 3.2948 -0.133
P 0.2341 0.3101 1.0341 0.566
C 1.7149 1.2608 0.3011 -0.261
B 1.4711 1.9324 -1.1761 -0.512
O 1.6257 1.2494 -2.4755 0.008
O 1.1009 3.3926 -1.2272 0.004
P 1.1234 -1.6670 0.5370 0.603
N 1.1229 -1.9665 -1.0665 -0.328
C -1.3440 -0.2430 0.0764 -0.614
O -1.6157 0.1125 -1.2096 -0.199
O -2.3623 -1.1488 0.6952 -0.279
P -0.8732 2.1529 1.5422 0.728
N -2.3468 1.7380 2.5264 -0.219
O -1.5892 2.8645 0.0799 -0.386
H 1.9955 -0.0516 4.5745 0.089
H 2.5876 -1.0076 2.9911 0.063
H 2.4279 0.9601 3.0427 0.078
H -0.1197 0.7715 3.5584 0.084
H 2.5975 0.4684 0.1741 0.092
H 2.1373 2.0607 1.0760 0.088
H 0.7660 0.7921 -2.7110 0.119
H 1.2062 3.7942 -0.2938 0.103
H 2.5354 -1.7376 0.9385 -0.018
H 0.3526 -2.6947 1.2011 0.006
H 0.7265 -1.1383 -1.5621 -0.070
H -2.0895 1.7125 3.5587 0.032
H -2.9180 2.6342 2.4568 -0.011
H -2.5229 2.4772 0.0409 0.060
C 2.4484 -6.2543 -0.1721 0.045
N 2.8085 -5.1489 0.7562 -0.399
O 2.0632 -4.1624 0.7778 -0.044
O 3.8291 -5.3026 1.4371 0.037
H 1.5336 -5.9849 -0.7043 0.099
H 3.2777 -6.3813 -0.8708 0.101
H 2.2944 -7.1527 0.4292 0.097
C -6.8633 3.0685 2.9130 0.040
N -5.4769 3.5593 3.1382 -0.408
O -4.7001 3.5222 2.1768 0.036
O -5.2076 3.9680 4.2737 0.052
H -6.9581 2.7415 1.8753 0.099
H -7.0329 2.2346 3.5970 0.103
H -7.5438 3.8969 3.1200 0.098
C 3.3699 3.0763 -3.8755 0.036
N 4.7706 3.1428 -4.3727 -0.426
O 4.9372 3.4705 -5.5533 0.035
O 5.6633 2.8643 -3.5637 0.039
H 2.6930 3.3446 -4.6894 0.104
H 3.1865 2.0526 -3.5430 0.082
H 3.2795 3.7845 -3.0493 0.102
C -2.2439 -2.7409 -2.9514 0.034
N -1.1578 -3.5896 -3.5113 -0.425
O -0.6566 -4.4353 -2.7613 0.027
O -0.8391 -3.3830 -4.6881 0.019
H -2.4191 -3.0307 -1.9131 0.097
H -1.9142 -1.7017 -3.0112 0.084
H -3.1381 -2.9093 -3.5549 0.093